Entry 1:
{"formula": "C30H37N5O4", "method": "ωB97M-V/def2-TZVPD", "symbols": ["H", "H", "H", "C", "C", "H", "C", "C", "H", "C", "O", "H", "C", "H", "H", "C", "O", "O", "H", "H", "H", "C", "H", "H", "C", "N", "H", "C", "C", "H", "C", "H", "H", "C", "H", "C", "H", "C", "C", "H", "H", "H", "H", "H", "N", "C", "C", "C", "H", "N", "H", "C", "C", "C", "C", "H", "C", "C", "O", "N", "H", "H", "C", "C", "H", "C", "C", "C", "H", "H", "H", "H", "N", "H", "H", "H"], "coordinates": [[3.51, 0.10, 2.00], [6.49, 0.16, 2.64], [-4.67, -3.57, -0.39], [-1.35, -1.24, 1.80], [-0.01, -1.04, 1.97], [6.61, 2.77, -0.82], [-1.35, -3.92, -0.79], [5.52, 0.64, 2.48], [0.26, -1.06, -2.72], [5.18, -0.83, -1.53], [2.42, 1.74, 0.65], [2.89, 0.45, -0.68], [-0.98, 1.56, -0.21], [4.28, 0.69, -2.79], [6.93, 0.47, 0.08], [0.49, -2.73, 0.34], [0.69, 2.75, 1.42], [-4.22, 0.75, 1.86], [5.84, -1.60, 0.98], [-3.88, -0.81, -0.82], [6.34, 2.38, 1.51], [5.93, 1.97, -1.10], [-3.28, 3.32, -0.95], [-2.05, -0.65, 2.38], [-0.89, -2.95, 0.14], [-3.96, 0.05, -0.29], [5.05, -1.91, -1.39], [2.77, -0.77, -2.38], [0.39, 1.27, -0.27], [6.27, 1.57, -2.05], [0.92, -1.79, 1.24], [-1.29, 2.27, 0.53], [-2.08, -0.51, -2.61], [-2.68, -4.13, -0.97], [-3.03, -4.87, -1.67], [-3.22, -2.44, 0.68], [0.34, -0.31, 2.68], [-5.28, 2.72, -0.53], [-3.62, -3.38, -0.23], [-0.62, -4.48, -1.35], [4.54, -0.87, -3.58], [-4.14, -1.70, 2.49], [4.13, -1.85, 0.57], [-5.51, 2.25, 1.44], [-5.96, 2.64, 0.63], [-4.25, -1.62, 1.41], [4.23, -0.39, -2.65], [-3.38, 1.19, -0.99], [-3.79, 1.16, -2.01], [1.21, 1.96, 0.64], [2.71, -1.83, -2.09], [-3.78, 2.54, -0.38], [4.87, -1.09, 0.83], [-1.83, -2.20, 0.89], [5.59, 1.62, 1.32], [5.25, 1.16, 3.40], [0.91, 0.33, -1.21], [5.92, 0.92, 0.00], [-5.81, 2.94, -1.60], [2.21, 0.07, -1.35], [1.97, -1.63, 1.39], [-3.49, 2.59, 0.67], [4.47, -0.41, 2.13], [-1.39, 0.00, -1.96], [6.22, -0.68, -1.87], [-4.12, -0.14, 1.04], [-1.88, 0.96, -1.06], [-0.06, -0.30, -2.03], [4.93, 2.39, -1.22], [2.20, -0.64, -3.30], [-6.97, 2.68, 0.60], [4.38, -1.16, 2.92], [4.94, -0.14, -0.27], [1.19, -3.31, -0.23], [4.62, 2.11, 1.22], [-5.25, -1.95, 1.15]], "mulliken_charge": [-0.01, 0.36, 0.40, -0.59, -1.00, 0.51, -1.01, -1.16, 0.32, -1.09, -0.65, -0.14, -0.42, 0.31, 0.35, -0.60, -0.73, -0.76, 0.38, 0.39, 0.44, -1.73, 0.57, 0.44, 0.75, 0.04, 0.59, -0.57, -0.72, 0.35, 0.07, 0.59, 0.43, -0.90, 0.42, -0.06, 0.37, -0.07, -0.29, 0.46, 0.42, 0.30, 0.59, 0.25, -0.30, -1.09, -1.03, -0.38, 0.64, 0.95, 0.11, -0.65, -1.20, 1.29, -0.73, 0.45, 1.85, 0.14, -0.65, 0.11, 0.02, 0.35, -0.25, -1.23, 0.33, 0.46, 0.32, -0.70, 0.29, 0.58, 0.24, 0.46, 1.05, 0.39, 0.17, 0.39], "homo_energy_ev": -8.12, "relative_energy_kcal_mol": 1.8, "multiplicity": 1, "homo_lumo_gap_ev": 7.7, "smiles": "C[C@H]1CCCCN1CCCNc1ccc([C@H](CC(N)=O)NC(=O)Cc2cccc3ccccc23)cc1[N+](=O)[O-]", "total_charge": 0}

***

Entry 2:
{"formula": "C30H37N5O4", "method": "ωB97M-V/def2-TZVPD", "symbols": ["H", "C", "N", "H", "H", "H", "H", "C", "H", "C", "C", "H", "N", "H", "H", "C", "C", "H", "C", "H", "C", "H", "N", "H", "C", "H", "H", "H", "C", "H", "C", "C", "H", "H", "H", "C", "C", "H", "C", "O", "C", "C", "C", "H", "N", "H", "C", "C", "H", "H", "H", "C", "C", "H", "H", "C", "H", "O", "H", "C", "O", "H", "H", "C", "H", "N", "H", "H", "H", "C", "O", "C", "H", "C", "C", "C"], "coordinates": [[-5.34, 0.51, -0.51], [0.81, 0.18, -1.63], [-1.77, 1.92, 0.35], [1.64, -3.39, -0.92], [-5.77, -2.69, 1.44], [-0.53, 0.23, 1.96], [-1.97, -2.85, -2.04], [0.85, -0.62, 0.61], [4.65, -3.27, 0.82], [2.95, 3.24, -2.06], [4.18, -0.62, 0.71], [-4.19, -0.85, 1.83], [-3.53, -0.56, -0.10], [1.29, -1.24, 1.38], [-2.14, -2.06, 1.61], [1.18, 3.83, -0.56], [-2.71, 1.71, 1.43], [3.39, 3.32, -3.04], [3.75, -3.69, -0.97], [-3.84, 1.16, -1.18], [-4.14, 1.64, 0.89], [4.53, 2.08, -1.30], [3.73, -0.71, -0.56], [-1.89, -4.04, 0.19], [2.52, -2.92, -0.50], [0.31, 3.57, 1.94], [3.44, 1.01, 3.28], [5.45, 1.08, 0.24], [-3.22, -1.25, -1.34], [-2.63, 2.54, 2.14], [-0.79, 1.07, 0.00], [1.83, 2.32, 2.76], [1.39, 2.28, 3.74], [-3.53, -3.86, -0.42], [-4.80, 1.34, 1.70], [3.57, 2.53, -1.08], [-4.27, 0.67, -0.30], [-2.82, -0.51, -2.04], [1.80, 3.10, 0.48], [-0.28, 1.69, -3.48], [-3.04, -2.54, 1.21], [-0.25, 1.05, -1.31], [4.79, 0.74, 1.04], [5.37, 0.64, 1.96], [-0.73, 1.86, -2.36], [-1.26, -1.86, -0.75], [-4.08, -1.45, 0.92], [-0.19, 0.21, 0.94], [0.26, 4.34, -0.34], [3.85, 0.13, -1.12], [-2.10, 2.53, -0.39], [1.36, -0.67, -0.70], [2.58, -1.49, -1.04], [5.58, -4.25, -0.28], [-2.48, 0.78, 1.94], [3.60, 1.63, 1.26], [-4.46, 2.63, 0.55], [4.09, -1.50, 1.54], [2.47, -2.93, 0.59], [3.02, 2.40, 0.21], [-1.60, 2.70, -2.12], [-6.20, -1.27, 0.49], [-3.43, -3.21, 1.98], [-2.67, -3.31, -0.04], [1.25, 4.45, -2.59], [4.70, -3.82, -0.03], [-4.12, -1.69, -1.81], [-5.44, -2.65, -0.29], [2.68, -1.55, -2.13], [3.00, 1.61, 2.49], [3.85, -4.15, -2.09], [1.73, 3.90, -1.80], [1.18, 0.21, -2.64], [-2.18, -2.33, -1.10], [1.23, 3.04, 1.76], [-5.46, -2.05, 0.61]], "mulliken_charge": [0.37, -0.98, 0.17, 0.62, 0.45, 0.52, 0.48, -0.95, 0.26, -0.99, 0.66, 0.47, 0.70, 0.28, 0.14, -0.26, -0.85, 0.42, -0.13, 0.52, -1.23, 0.49, -0.01, 0.47, -0.49, 0.43, 0.43, 0.42, -1.29, 0.39, 1.41, -0.89, 0.43, 0.37, 0.46, -0.56, -0.97, 0.55, 0.55, -0.78, -0.63, -1.19, -1.59, 0.47, 1.62, -0.42, -0.08, -1.00, 0.37, 0.40, 0.42, 1.12, -0.91, 0.24, 0.36, 0.85, 0.47, -0.76, 0.26, 0.65, -0.82, 0.39, 0.47, -1.07, 0.41, -0.29, 0.48, 0.33, 0.74, -0.43, -0.65, -0.78, 0.59, 0.35, -0.68, -1.73], "homo_energy_ev": -8.17, "relative_energy_kcal_mol": 2.8, "multiplicity": 1, "homo_lumo_gap_ev": 7.7, "smiles": "C[C@H]1CCCCN1CCCNc1ccc([C@H](CC(N)=O)NC(=O)Cc2cccc3ccccc23)cc1[N+](=O)[O-]", "total_charge": 0}

***

Entry 3:
{"formula": "C30H37N5O5S", "method": "ωB97M-V/def2-TZVPD", "symbols": ["H", "H", "H", "C", "H", "H", "H", "H", "N", "C", "H", "C", "H", "C", "C", "H", "N", "C", "C", "H", "H", "C", "C", "H", "H", "H", "H", "H", "C", "O", "H", "S", "C", "H", "C", "O", "H", "H", "H", "C", "H", "C", "H", "C", "C", "N", "C", "H", "H", "C", "O", "C", "C", "H", "H", "H", "H", "H", "C", "O", "H", "C", "H", "H", "C", "N", "C", "C", "O", "C", "C", "H", "C", "C", "H", "N", "H", "C"], "coordinates": [[-2.05, -6.28, 3.31], [-5.18, 0.43, 0.97], [4.23, 0.76, 2.47], [-5.19, 5.84, -1.32], [2.59, 0.04, 2.55], [1.24, -3.55, 3.00], [0.92, -1.87, -10.63], [2.79, 0.27, -2.05], [0.89, 2.35, -4.69], [3.19, 0.92, 2.78], [3.03, -1.20, -11.78], [3.62, 0.10, -10.18], [3.38, 2.93, 2.08], [2.01, 0.34, -4.05], [2.21, -7.28, 7.64], [-1.49, 6.16, -0.61], [2.13, 0.24, -8.31], [-0.06, -5.99, 6.92], [-1.64, -5.29, 3.11], [3.20, 1.05, 3.87], [2.34, -0.65, -4.32], [1.14, 2.84, -3.48], [-3.01, 6.38, -2.11], [-2.34, 6.71, -2.89], [3.88, 1.30, -8.41], [-2.88, 0.97, 0.52], [0.02, -5.00, 8.82], [1.99, -8.18, 5.70], [1.32, 1.12, -4.96], [-5.42, 1.14, 1.57], [1.60, 3.67, 3.31], [-0.49, 1.65, 1.40], [1.65, -6.38, 8.53], [-4.34, 2.82, 1.03], [2.26, 0.86, -2.79], [-0.10, 0.49, 2.18], [-3.10, 5.41, 1.12], [1.13, 0.76, -5.97], [-4.79, 6.49, -3.33], [-3.44, 5.67, 0.12], [1.10, 2.03, 3.69], [1.33, -0.63, -8.93], [4.54, 0.43, -10.64], [2.61, 2.15, 2.11], [-0.28, -5.06, 3.19], [-2.53, -4.35, 2.80], [1.58, -7.48, 6.42], [-6.26, 5.74, -1.47], [0.39, -5.86, 3.47], [1.60, -1.17, -10.17], [0.25, 2.95, 2.03], [0.19, -3.78, 2.94], [0.49, -5.72, 8.16], [3.11, -7.82, 7.89], [-0.41, -1.77, 2.41], [-4.35, 2.41, 2.76], [-2.81, -2.38, 2.32], [2.67, 1.08, 0.49], [1.81, 2.14, -2.49], [-1.94, 2.13, 1.97], [-0.97, -5.49, 6.60], [-0.72, -2.78, 2.62], [0.42, -0.89, -8.40], [0.77, 3.84, -3.28], [-4.30, 2.00, 1.76], [-4.75, 5.55, -0.10], [1.38, 2.70, 2.88], [3.25, 0.59, -8.93], [2.21, 1.88, 0.77], [-4.37, 6.26, -2.35], [2.78, -0.80, -10.81], [2.11, -6.19, 9.49], [-2.54, 6.08, -0.85], [-2.07, -3.12, 2.56], [-2.98, 0.34, 2.18], [0.47, -6.85, 6.06], [1.98, 2.58, -1.52], [-3.00, 1.25, 1.58]], "mulliken_charge": [0.40, 0.31, 0.41, -0.21, 0.32, 0.39, 0.35, 0.33, -0.55, -1.50, 0.37, -0.53, 0.31, -0.45, -0.42, 0.38, -0.29, -0.10, -0.37, 0.42, 0.37, -0.45, -0.22, 0.38, 0.36, 0.46, 0.35, 0.35, -0.15, -0.53, 0.35, 0.61, -0.17, 0.24, -0.25, -0.58, 0.45, 0.45, 0.36, -0.15, 0.37, 0.00, 0.35, 0.71, -0.30, -0.56, -0.17, 0.36, 0.40, -0.62, -0.32, -0.50, -0.53, 0.35, 0.48, 0.28, 0.40, 0.24, -0.14, -0.23, 0.37, 0.05, 0.36, 0.41, -0.33, -0.53, -0.98, -0.23, -0.34, -0.37, -0.13, 0.37, -0.44, -0.34, 0.26, -0.38, 0.44, -0.51], "homo_energy_ev": -9.31, "multiplicity": 1, "homo_lumo_gap_ev": 9.9, "total_charge": 0}